Record 1
Computed, not measured: C4H5CuO6 as an isolated structure in a non-equilibrium geometry, with ωB97M-V/def2-TZVPD.

Geometry (Å):
O1 2.92 -0.80 0.63
C1 2.33 0.30 0.47
O2 2.85 1.39 0.82
O3 1.19 0.33 -0.21
Cu1 4.30 0.28 1.38
C2 0.28 -0.75 -0.19
C3 -1.14 -1.08 0.12
H1 0.62 -1.43 -0.97
H2 0.34 -1.26 0.94
H3 -1.62 -1.47 -0.78
O4 -1.94 0.30 0.50
C4 -1.82 1.21 -0.41
O5 -1.06 1.08 -1.38
O6 -2.08 2.42 0.07
H4 -2.35 3.00 -0.65
H5 -1.44 -1.69 0.97

The LUMO energy (spin up / spin down) comes out at 0.27 / -1.91 eV. For the relative energy (zero: lowest compared OMol25 entry of this formula, charge and spin), the calculation gives 48.1 kcal per mole. The value obtained for the orbital gap (spin up / spin down) is 7.3 / 8.6 eV. The expectation value of S² is 2.00. Its spin multiplicity is 3. For the highest occupied orbital energy (spin up / spin down), the calculation gives -7.008 / -10.550 eV.

Here are the Mulliken charges for atoms 1 to 8, given in e: atom 1 (O): -0.454, atom 2 (C): 0.808, atom 3 (O): -0.476, atom 4 (O): -0.124, atom 5 (Cu): 0.025, atom 6 (C): -0.099, atom 7 (C): -0.434, atom 8 (H): 0.299


Record 2
Computed, not measured: C13H10F5NPbS as an isolated structure in a non-equilibrium geometry, with ωB97M-V/def2-TZVPD.

Geometry (Å):
C1 -1.17 0.25 -3.25
C2 -1.75 -0.98 -2.75
C3 -0.67 -1.84 -2.29
C4 0.60 -1.11 -2.51
C5 0.27 0.18 -3.11
Pb1 -0.51 0.02 -0.60
N1 -0.78 2.19 -0.29
C6 -2.15 2.05 0.07
C7 -2.68 0.64 -0.05
H1 -0.76 -2.84 -1.81
H2 -2.83 -1.23 -2.68
H3 1.61 -1.47 -2.20
H4 1.00 0.99 -3.32
H5 -1.75 1.13 -3.62
H6 -3.50 0.47 -0.80
H7 -2.18 2.34 1.14
H8 -0.24 3.08 -0.53
H9 -2.81 0.06 0.90
H10 -2.75 2.71 -0.57
F1 4.22 0.38 3.57
C8 3.11 -0.06 2.97
C9 3.19 -1.01 1.95
F2 4.40 -1.48 1.57
C10 2.04 -1.47 1.35
F3 2.13 -2.39 0.35
C11 0.78 -1.00 1.74
S1 -0.68 -1.78 1.15
C12 0.71 -0.04 2.76
F4 -0.49 0.45 3.14
C13 1.86 0.43 3.37
F5 1.78 1.35 4.36

The LUMO energy comes out at -1.73 eV. The value obtained for the orbital gap is 6.4 eV. For the highest occupied orbital energy, the calculation gives -8.099 eV.

Here are the Mulliken charges for atoms 1 to 8, given in e: atom 1 (C): -0.392, atom 2 (C): -0.467, atom 3 (C): -0.595, atom 4 (C): -0.485, atom 5 (C): -0.571, atom 6 (Pb): 0.938, atom 7 (N): -0.476, atom 8 (C): -0.321


Record 3
Computed, not measured: a single C4H5N3O molecule in a non-equilibrium geometry, with ωB97M-V/def2-TZVPD.

Geometry (Å):
C1 -0.59 -1.11 -2.05
N1 -0.09 0.07 -1.76
N2 0.26 0.31 -0.40
N3 0.06 1.54 -0.05
C2 -0.13 1.57 1.20
C3 0.09 0.40 1.79
C4 0.25 -0.47 0.70
O1 0.33 -1.74 0.54
H1 -1.22 -1.24 -3.07
H2 -1.02 -1.72 -1.21
H3 -0.16 2.84 1.36
H4 0.57 0.27 2.82
H5 -0.16 -1.99 1.47

The LUMO energy comes out at 0.32 eV. For the relative energy (zero: lowest compared OMol25 entry of this formula, charge and spin), the calculation gives 143.0 kcal per mole. The value obtained for the orbital gap is 9.0 eV. As for the SMILES: C=Nn1nccc1O. For the highest occupied orbital energy, the calculation gives -8.635 eV.

Here are the Mulliken charges for atoms 1 to 8, given in e: atom 1 (C): -0.247, atom 2 (N): -0.607, atom 3 (N): 1.074, atom 4 (N): -0.936, atom 5 (C): -0.053, atom 6 (C): -0.677, atom 7 (C): 0.541, atom 8 (O): -0.523


Record 4
Computed, not measured: C44H36N5O2S4Ti as an isolated structure in a non-equilibrium geometry, with ωB97M-V/def2-TZVPD.

Geometry (Å):
Ti1 -0.09 -0.24 0.88
C1 -1.52 1.31 4.53
C2 -0.41 1.46 5.36
C3 0.78 0.92 4.96
C4 0.88 0.26 3.71
N1 -0.19 0.19 2.88
C5 -1.36 0.68 3.32
N2 2.09 -0.28 3.44
C6 2.30 -1.01 2.39
N3 1.33 -1.42 1.52
C7 1.85 -2.33 0.65
N4 1.15 -3.08 -0.15
C8 -0.20 -3.20 0.04
C9 -0.86 -4.25 -0.62
C10 -2.16 -4.56 -0.29
C11 -2.78 -3.83 0.73
C12 -2.08 -2.79 1.31
N5 -0.85 -2.44 0.95
C13 3.29 -2.45 0.90
C14 4.29 -3.20 0.31
C15 5.57 -3.10 0.83
C16 5.84 -2.29 1.93
C17 4.83 -1.56 2.55
C18 3.56 -1.65 2.02
H1 -2.49 1.69 4.83
H2 -0.49 1.99 6.29
H3 1.68 0.98 5.55
H4 -2.20 0.57 2.64
H5 -0.30 -4.82 -1.34
H6 -2.68 -5.37 -0.78
H7 -3.78 -4.08 1.05
H8 -2.53 -2.23 2.12
H9 4.08 -3.84 -0.53
H10 6.38 -3.66 0.39
H11 6.85 -2.23 2.32
H12 5.02 -0.94 3.41
S1 2.05 1.01 0.56
C19 1.77 2.73 0.46
C20 2.84 3.61 0.41
C21 2.61 4.97 0.31
C22 1.31 5.45 0.23
C23 0.23 4.58 0.27
C24 0.46 3.21 0.41
S2 -0.87 2.08 0.52
H13 3.84 3.20 0.45
H14 3.44 5.66 0.29
H15 1.13 6.51 0.15
H16 -0.79 4.93 0.19
O1 -2.17 -0.24 0.52
S3 -2.67 -0.06 -0.89
C25 -4.09 -1.17 -0.95
C26 -4.36 -1.84 -2.14
C27 -5.43 -2.72 -2.18
C28 -6.20 -2.94 -1.05
C29 -5.92 -2.26 0.13
C30 -4.86 -1.38 0.18
C31 -3.68 1.44 -0.85
C32 -4.14 1.96 0.35
C33 -4.89 3.12 0.34
C34 -5.17 3.75 -0.86
C35 -4.71 3.23 -2.06
C36 -3.95 2.07 -2.05
H17 -3.74 -1.68 -3.01
H18 -5.65 -3.26 -3.09
H19 -7.02 -3.64 -1.08
H20 -6.52 -2.44 1.01
H21 -4.62 -0.85 1.09
H22 -3.88 1.47 1.27
H23 -5.24 3.53 1.27
H24 -5.75 4.66 -0.86
H25 -4.93 3.72 -2.99
H26 -3.57 1.64 -2.97
C37 6.36 0.12 -2.68
C38 4.88 0.26 -2.62
C39 4.05 -0.85 -2.52
C40 2.68 -0.70 -2.36
C41 2.15 0.57 -2.32
C42 2.95 1.70 -2.47
C43 4.31 1.53 -2.61
S4 0.43 0.83 -1.85
C44 -0.32 0.48 -3.50
O2 0.03 -0.44 -1.10
H27 6.66 -0.91 -2.83
H28 6.81 0.48 -1.75
H29 6.76 0.73 -3.49
H30 4.47 -1.84 -2.55
H31 2.03 -1.56 -2.23
H32 2.51 2.68 -2.42
H33 4.95 2.40 -2.70
H34 0.36 -0.10 -4.11
H35 -0.52 1.44 -3.97
H36 -1.24 -0.06 -3.33

The LUMO energy comes out at -3.31 eV. For the relative energy (zero: lowest compared OMol25 entry of this formula, charge and spin), the calculation gives 32.9 kcal per mole. The value obtained for the orbital gap is 6.2 eV. As for the total charge: +1. For the highest occupied orbital energy, the calculation gives -9.531 eV.

Here are the Mulliken charges for atoms 1 to 8, given in e: atom 1 (Ti): -1.531, atom 2 (C): -1.147, atom 3 (C): -0.535, atom 4 (C): -0.709, atom 5 (C): 0.214, atom 6 (N): 1.561, atom 7 (C): -0.267, atom 8 (N): -0.496


Record 5
Computed, not measured: C41H58BaN12O2 as an isolated structure in a non-equilibrium geometry, with ωB97M-V/def2-TZVPD.

Geometry (Å):
Ba1 -0.58 0.08 -0.86
C1 1.20 7.02 -3.78
C2 1.17 5.64 -3.18
C3 2.23 4.78 -3.24
C4 2.23 3.54 -2.54
C5 3.46 2.86 -2.57
N1 4.00 2.15 -1.61
C6 3.54 2.18 -0.23
C7 4.69 1.91 0.76
C8 4.56 2.65 2.10
N2 3.52 2.12 2.98
C9 2.29 1.86 2.59
C10 1.18 1.50 3.33
C11 1.07 1.61 4.74
C12 -0.13 1.50 5.37
C13 -0.27 1.60 6.87
C14 -1.28 1.32 4.56
C15 -1.24 1.15 3.20
C16 -2.50 1.08 2.48
N3 -2.65 0.79 1.25
C17 -4.00 0.85 0.73
C18 -4.00 1.01 -0.78
C19 -3.44 2.34 -1.29
N4 -1.98 2.36 -1.44
C20 -1.48 3.53 -1.61
C21 -0.13 3.91 -2.00
C22 0.00 5.16 -2.55
C23 1.02 3.04 -1.90
O1 0.96 1.88 -1.39
C24 0.03 1.11 2.51
O2 0.18 0.78 1.31
H1 2.17 7.25 -4.20
H2 0.97 7.76 -3.02
H3 0.45 7.12 -4.57
H4 3.13 5.08 -3.77
H5 4.09 3.00 -3.45
H6 4.89 1.70 -1.79
H7 2.73 1.47 -0.11
H8 3.12 3.17 -0.07
H9 5.62 2.26 0.31
H10 4.79 0.84 0.95
H11 4.38 3.71 1.91
H12 5.50 2.57 2.63
H13 3.75 2.03 3.96
H14 2.09 1.95 1.53
H15 1.96 1.84 5.33
H16 0.67 1.93 7.32
H17 -0.53 0.64 7.30
H18 -1.05 2.31 7.14
H19 -2.25 1.33 5.04
H20 -3.37 1.34 3.09
H21 -4.58 1.65 1.20
H22 -4.51 -0.09 0.97
H23 -5.02 0.91 -1.14
H24 -3.40 0.20 -1.20
H25 -3.77 3.16 -0.64
H26 -3.87 2.52 -2.28
H27 -2.16 4.39 -1.56
H28 -0.87 5.81 -2.56
C25 1.34 0.02 -3.91
C26 2.14 -0.98 -3.10
N5 1.88 -0.80 -1.66
C27 2.09 -2.00 -0.85
C28 1.13 -3.07 -1.31
C29 1.55 -4.37 -1.54
C30 0.65 -5.28 -2.08
C31 -0.63 -4.84 -2.38
C32 -0.98 -3.53 -2.10
C33 -2.38 -3.05 -2.39
N6 -2.49 -1.63 -2.73
C34 -2.18 -1.34 -4.14
C35 -0.69 -1.23 -4.43
N7 -0.10 -0.12 -3.68
N8 -0.12 -2.67 -1.55
H29 1.59 -0.09 -4.97
H30 1.62 1.03 -3.59
H31 3.20 -0.88 -3.35
H32 1.85 -1.99 -3.38
H33 2.49 -0.06 -1.33
H34 1.89 -1.74 0.19
H35 3.12 -2.39 -0.92
H36 2.57 -4.66 -1.33
H37 0.96 -6.29 -2.29
H38 -1.34 -5.52 -2.84
H39 -2.97 -3.22 -1.48
H40 -2.81 -3.69 -3.17
H41 -3.46 -1.38 -2.59
H42 -2.65 -0.37 -4.38
H43 -2.62 -2.09 -4.81
H44 -0.55 -1.11 -5.51
H45 -0.20 -2.16 -4.14
H46 -0.55 0.73 -4.00
C36 -2.56 -2.57 2.07
N9 -2.83 -3.42 3.22
C37 -1.84 -3.12 4.26
N10 -0.47 -3.34 3.78
C38 -0.25 -2.49 2.62
N11 -1.20 -2.76 1.53
C39 -1.07 -4.18 1.17
N12 -1.30 -5.07 2.30
C40 -2.65 -4.82 2.81
C41 -0.34 -4.74 3.35
H47 -2.68 -1.53 2.36
H48 -3.28 -2.81 1.28
H49 -2.02 -3.76 5.12
H50 -1.94 -2.08 4.56
H51 0.76 -2.66 2.24
H52 -0.35 -1.44 2.92
H53 -0.06 -4.36 0.78
H54 -1.80 -4.42 0.38
H55 -2.84 -5.47 3.67
H56 -3.38 -5.06 2.03
H57 0.67 -4.90 2.98
H58 -0.51 -5.39 4.21

The LUMO energy comes out at -5.35 eV. For the relative energy (zero: lowest compared OMol25 entry of this formula, charge and spin), the calculation gives 3.9 kcal per mole. The value obtained for the orbital gap is 7.0 eV. As for the total charge: +2. For the highest occupied orbital energy, the calculation gives -12.320 eV.

Here are the Mulliken charges for atoms 1 to 8, given in e: atom 1 (Ba): 0.783, atom 2 (C): -1.763, atom 3 (C): -0.012, atom 4 (C): -0.929, atom 5 (C): 0.906, atom 6 (C): -0.986, atom 7 (N): 0.288, atom 8 (C): 0.123


Q: What is the formula in the fifth record?
A: C41H58BaN12O2